1.
# C5H9ClN4O2

A cluster of 2 separate species, C5H9ClN4O2 in total at a distorted geometry (ωB97M-V with the def2-TZVPD basis set, the OMol25 dataset).

Last column: Löwdin charge in e.
Atoms and positions in Å:
1 C -0.66728 -0.76585 -0.24194  -0.2441
2 C 0.80813 -0.94447 1.73280  -0.3739
3 C 2.14234 0.28691 0.08617  -0.7794
4 C -1.77079 -1.35642 -0.95909  0.0105
5 C -1.40525 -1.89146 1.94983  0.0900
6 N -0.04387 0.39448 -0.54396  0.1478
7 N -0.35557 -1.30518 1.00602  0.0355
8 N 1.11597 0.91140 -0.44364  0.0356
9 N 1.16447 3.85491 -2.31892  0.5185
10 O 0.93388 -0.88541 2.88289  0.2824
11 O 2.01675 -0.65039 0.99570  0.1276
12 Cl 3.65310 0.75388 -0.37171  0.9634
13 H -1.56985 -2.55541 -1.14250  0.1946
14 H -1.99382 -0.75825 -1.85474  0.1016
15 H -2.75443 -1.29891 -0.31377  0.1507
16 H -2.18986 -1.11005 2.08865  0.1401
17 H -1.77218 -2.75540 1.40856  0.1044
18 H -0.73733 -2.14894 2.69970  0.0731
19 H 0.26478 4.17218 -2.57974  0.1290
20 H 1.96996 4.21550 -2.79292  0.1448
21 H 1.19086 3.83687 -1.28740  0.1477

## Properties
Total charge: +2
Calculated total energy in hartree: -1024.76100
Energy above the lowest of the compared OMol25 structures with the same formula, charge and spin in kcal/mol: 73.05
Frontier orbital gap (spin up / spin down) in hartree: 0.1427 / 0.2941

=====

2.
# C5H9ClN4OP

The ion C5H9ClN4OP with charge +1 at a distorted geometry (ωB97M-V with the def2-TZVPD basis set, the OMol25 dataset).

Last column: Löwdin charge in e.
Atoms and positions in Å:
1 C -1.23556 -3.34843 -0.80646  0.0552
2 C -1.54448 -2.09942 -0.44606  -0.0832
3 N -0.53690 -1.08826 -0.41353  -0.0216
4 C 0.67596 -1.29260 -0.89475  -0.0406
5 N 1.36787 -0.18299 -0.75044  0.1532
6 C 0.58810 0.70511 -0.15493  -0.4064
7 N 0.93686 1.95119 0.16586  -0.0893
8 P 2.49934 2.75494 -0.15637  0.5656
9 O 2.61808 3.67439 1.20135  -0.3382
10 Cl 4.02402 1.37535 0.06007  0.2354
11 N -0.62182 0.15917 0.07438  -0.0042
12 C -1.81498 0.75701 0.66858  0.0506
13 H -1.80570 -3.84563 -1.58761  0.0883
14 H -0.40490 -3.86451 -0.32182  0.0872
15 H -2.54890 -1.80194 -0.15305  0.1178
16 H 1.08656 -2.17661 -1.35316  0.1586
17 H 0.22881 2.51626 0.62218  0.1031
18 H 2.87640 3.07706 1.92970  0.0517
19 H -1.83564 0.67553 1.75759  0.1149
20 H -1.88027 1.79988 0.34267  0.1078
21 H -2.67285 0.25449 0.21580  0.0941

## Properties
Total charge: +1
Calculated total energy in hartree: -1291.46332
Energy above the lowest of the compared OMol25 structures with the same formula, charge and spin in kcal/mol: 27.82
SMILES: C=Cn1cnc(NP(O)Cl)[n+]1C
Frontier orbital gap in hartree: 0.3046